# 1
{
  "formula": "C30H58ClFN3O16",
  "method": "ωB97M-V/def2-TZVPD",
  "symbols": ["C", "C", "C", "N", "C", "N", "C", "C", "C", "F", "N", "C", "C", "C", "C", "C", "C", "O", "C", "C", "Cl", "H", "H", "H", "H", "H", "H", "H", "H", "H", "H", "H", "H", "H", "H", "H", "H", "H", "H", "H", "H", "H", "H", "H", "H", "H", "H", "H", "H", "C", "O", "C", "O", "O", "C", "H", "H", "H", "H", "H", "H", "C", "O", "C", "O", "O", "C", "H", "H", "H", "H", "H", "H", "C", "O", "C", "O", "O", "C", "H", "H", "H", "H", "H", "H", "C", "O", "C", "O", "O", "C", "H", "H", "H", "H", "H", "H", "C", "O", "C", "O", "O", "C", "H", "H", "H", "H", "H", "H"],
  "positions_angstrom": [[2.3262, 0.5213, 0.0907], [3.3386, -0.6466, 0.4754], [2.6188, -2.0450, 0.3220], [2.7538, -2.6347, -1.0813], [1.4065, -2.8903, -1.5279], [0.8384, -4.1252, -1.1513], [-0.4414, -4.0791, -1.6760], [-1.3816, -5.2878, -1.4008], [-1.0263, -6.5957, -2.1964], [-1.2640, -5.5988, -0.0173], [-0.6730, -2.9172, -2.3373], [-1.9306, -2.5246, -3.0054], [-2.9204, -1.6748, -2.0988], [-4.3276, -2.4290, -2.0842], [-5.3116, -1.7322, -1.0635], [-5.7179, -2.6549, 0.1488], [-4.6249, -2.5748, 1.3120], [-3.9428, -3.8381, 1.3184], [-2.9154, -3.8171, 2.3209], [0.4922, -2.1104, -2.2929], [0.8100, -0.5176, -2.9497], [2.4305, 1.4022, 0.7710], [2.5707, 0.8209, -0.9659], [1.2545, 0.1992, 0.1043], [3.6360, -0.5529, 1.5521], [4.2364, -0.6623, -0.1895], [2.9545, -2.8103, 1.0766], [1.5265, -1.8651, 0.5330], [3.1765, -3.5537, -0.9028], [1.2689, -4.8709, -0.6056], [-2.4373, -4.9373, -1.5629], [-1.8741, -6.7963, -2.9014], [-0.9723, -7.4455, -1.4600], [-0.0708, -6.5502, -2.7719], [-2.4629, -3.4789, -3.2678], [-1.7850, -1.9732, -3.9659], [-2.5324, -1.4931, -1.0656], [-3.1045, -0.7066, -2.6304], [-4.1306, -3.5143, -1.8724], [-4.7784, -2.3912, -3.1181], [-6.2344, -1.3892, -1.5928], [-4.7937, -0.8265, -0.6564], [-5.8695, -3.7120, -0.2046], [-6.6942, -2.2945, 0.5791], [-5.1623, -2.3617, 2.2724], [-3.8969, -1.7760, 1.0068], [-2.5087, -2.7889, 2.5306], [-3.2930, -4.3257, 3.2557], [-2.0388, -4.4354, 1.9719], [-2.1839, 2.5609, -1.4897], [-3.5150, 2.1402, -1.1887], [-4.2297, 3.0381, -0.4962], [-3.8407, 4.1162, -0.1321], [-5.4453, 2.5252, -0.2824], [-6.3227, 3.3823, 0.4520], [-1.7031, 1.7586, -2.0490], [-2.1927, 3.4577, -2.1100], [-1.6171, 2.7325, -0.5736], [-6.4963, 4.3116, -0.0913], [-5.9198, 3.5862, 1.4445], [-7.2728, 2.8629, 0.5630], [-3.8500, -8.3082, 7.0788], [-3.0536, -8.0139, 5.9298], [-3.6606, -8.2598, 4.7642], [-4.7750, -8.6897, 4.6228], [-2.8092, -7.9427, 3.7779], [-3.3293, -8.1567, 2.4674], [-3.2564, -8.0705, 7.9597], [-4.7508, -7.6937, 7.0906], [-4.1066, -9.3675, 7.1082], [-4.2097, -7.5355, 2.2968], [-3.5659, -9.2103, 2.3144], [-2.5594, -7.8674, 1.7530], [-3.5542, 7.3196, -0.2885], [-2.4747, 7.8998, -1.0245], [-1.2626, 7.6291, -0.5285], [-1.0291, 6.9623, 0.4476], [-0.3534, 8.2287, -1.3067], [0.9984, 8.0254, -0.8936], [-4.4816, 7.6072, -0.7821], [-3.4825, 6.2319, -0.2901], [-3.5731, 7.7021, 0.7330], [1.2544, 6.9655, -0.9209], [1.1620, 8.4350, 0.1035], [1.6422, 8.5542, -1.5939], [5.7212, 9.3358, 1.5581], [6.4883, 9.6499, 0.3964], [5.8802, 9.3598, -0.7587], [4.7833, 8.8751, -0.8789], [6.7018, 9.7016, -1.7567], [6.1794, 9.4466, -3.0600], [6.3136, 9.6134, 2.4281], [4.7929, 9.9080, 1.5730], [5.5145, 8.2659, 1.6054], [5.2694, 10.0233, -3.2297], [5.9911, 8.3812, -3.1977], [6.9298, 9.7625, -3.7824], [7.1006, -1.3190, -1.8169], [7.5588, -1.3124, -0.4664], [8.5726, -0.4647, -0.2351], [9.0918, 0.2518, -1.0495], [8.9023, -0.5568, 1.0570], [9.9778, 0.2979, 1.4498], [6.2838, -2.0367, -1.8864], [6.7219, -0.3357, -2.0998], [7.8966, -1.6337, -2.4925], [9.7135, 1.3446, 1.2963], [10.8878, 0.0469, 0.9040], [10.1545, 0.1368, 2.5117]],
  "lowdin_charge": [-0.119, -0.202, -0.200, 0.036, -0.262, 0.226, -0.116, -0.229, -0.005, -0.036, 0.004, -0.110, -0.146, -0.185, -0.192, -0.150, -0.215, -0.227, -0.116, -0.507, 0.753, 0.077, 0.054, 0.054, 0.111, 0.099, 0.123, 0.109, 0.113, 0.193, 0.138, 0.094, 0.102, 0.089, 0.125, 0.138, 0.119, 0.115, 0.092, 0.123, 0.113, 0.098, 0.118, 0.112, 0.131, 0.109, 0.093, 0.101, 0.072, -0.036, -0.014, -0.599, 0.123, 0.000, -0.032, 0.071, 0.104, 0.102, 0.101, 0.101, 0.095, -0.039, 0.001, -0.613, 0.130, -0.006, -0.046, 0.094, 0.099, 0.100, 0.098, 0.100, 0.081, -0.038, 0.003, -0.614, 0.120, 0.000, -0.043, 0.095, 0.062, 0.101, 0.096, 0.099, 0.091, -0.043, 0.006, -0.612, 0.112, 0.006, -0.043, 0.094, 0.098, 0.097, 0.098, 0.097, 0.095, -0.053, -0.010, -0.613, 0.132, 0.001, -0.039, 0.082, 0.098, 0.100, 0.099, 0.100, 0.095],
  "spin_multiplicity": 1,
  "lumo_energy_ev": -3.105,
  "e_homo_ev": -11.91,
  "total_energy_ha": -3105.77699,
  "charge": 1
}


# 2
{
  "formula": "C5H11NOSi",
  "method": "ωB97M-V/def2-TZVPD",
  "symbols": ["C", "C", "C", "C", "C", "N", "O", "Si", "H", "H", "H", "H", "H", "H", "H", "H", "H", "H", "H"],
  "positions_angstrom": [[1.4078, -0.9577, 0.1546], [0.5096, 1.8201, -0.4913], [1.8974, 1.4853, -0.2047], [0.1779, -0.5462, 0.6357], [-2.8420, -0.3971, 0.3258], [2.1313, 0.1359, -0.4362], [1.9137, -2.0710, 0.1102], [-1.2754, -1.3672, -0.2322], [-0.1796, 1.9064, 0.2986], [0.0649, 1.6743, -1.3723], [2.5879, 1.9502, -0.9331], [2.2526, 1.8214, 0.8283], [0.3791, -0.1115, 1.5940], [-2.7269, -0.4745, 1.4086], [-2.9853, 0.7029, 0.0762], [-3.7117, -0.8863, 0.0040], [3.0794, -0.2160, -0.5344], [-1.3313, -2.7486, 0.3439], [-1.3492, -1.7207, -1.5758]],
  "lowdin_charge": [-0.606, 0.077, -0.326, -0.122, -0.252, 0.010, 0.052, 0.655, 0.037, 0.024, 0.126, 0.138, 0.100, 0.013, 0.046, -0.018, 0.138, -0.024, -0.068],
  "spin_multiplicity": 1,
  "e_above_lowest_kcal_mol": 114.73,
  "lumo_energy_ev": [-0.577, -0.174],
  "e_homo_ev": [-8.79, -9.00],
  "total_energy_ha": -616.44030,
  "charge": 0
}


# 3
{
  "formula": "C5H11NO2",
  "method": "ωB97M-V/def2-TZVPD",
  "symbols": ["O", "C", "N", "C", "C", "C", "O", "C", "H", "H", "H", "H", "H", "H", "H", "H", "H", "H", "H"],
  "positions_angstrom": [[-3.2956, 1.9066, 0.9008], [-2.3211, 1.6253, 0.3152], [-1.7940, 0.3997, 0.0538], [-0.3177, 0.3524, -0.3150], [0.0737, -1.2230, -0.4546], [1.4909, -1.4911, -0.9142], [2.5376, -0.8728, -0.3226], [0.3815, 0.9905, 0.9821], [-1.9557, 2.5208, -0.2829], [-2.1710, -0.3687, 0.4673], [-0.0104, 0.9177, -1.1643], [-0.5601, -1.5703, -1.2401], [-0.1025, -1.7496, 0.3868], [1.7900, -2.6417, -0.9023], [1.6255, -1.2090, -1.9309], [2.9023, -1.1018, 0.5142], [0.6745, 0.2646, 1.6555], [-0.2576, 1.5786, 1.5228], [1.3097, 1.6719, 0.7284]],
  "lowdin_charge": [0.058, -0.442, 0.062, -0.222, -0.114, -0.317, -0.049, -0.044, 0.154, 0.093, 0.121, 0.105, 0.070, 0.156, 0.104, 0.087, 0.038, 0.019, 0.122],
  "spin_multiplicity": 1,
  "e_above_lowest_kcal_mol": 62.29,
  "lumo_energy_ev": 0.708,
  "e_homo_ev": -9.70,
  "total_energy_ha": -402.27887,
  "charge": 0
}


# 4
{
  "formula": "C16H48O8Y",
  "method": "ωB97M-V/def2-TZVPD",
  "symbols": ["Y", "C", "C", "O", "H", "H", "H", "H", "H", "H", "C", "C", "O", "H", "H", "H", "H", "H", "H", "C", "C", "O", "H", "H", "H", "H", "H", "H", "C", "C", "O", "H", "H", "H", "H", "H", "H", "C", "C", "O", "H", "H", "H", "H", "H", "H", "C", "C", "O", "H", "H", "H", "H", "H", "H", "C", "C", "O", "H", "H", "H", "H", "H", "H", "C", "C", "O", "H", "H", "H", "H", "H", "H"],
  "positions_angstrom": [[-0.0029, 0.1757, 0.1143], [-1.6876, 5.5833, -3.2993], [-0.7930, 5.2031, -2.0321], [-0.2367, 3.8666, -2.2129], [-1.1479, 5.6424, -4.2444], [-2.3104, 6.3995, -2.9332], [-2.4093, 4.7681, -3.3512], [-1.3600, 5.5035, -1.1509], [0.1514, 5.7299, -1.8958], [0.1438, 3.8973, -3.0937], [-1.3727, -3.4683, 5.4816], [-1.8039, -2.0827, 4.9759], [-1.4950, -2.0780, 3.5522], [-1.2345, -3.4133, 6.5614], [-0.3695, -3.6521, 5.0969], [-2.0266, -4.2912, 5.1930], [-1.3043, -1.1949, 5.3636], [-2.8835, -1.9337, 4.9940], [-1.6151, -2.9810, 3.2492], [-6.0545, 2.0029, -1.9931], [-5.2784, 1.0238, -1.0748], [-3.9296, 1.1248, -1.4519], [-5.8070, 3.0366, -1.7519], [-7.1316, 1.8358, -1.9998], [-5.7732, 1.9032, -3.0415], [-5.5682, -0.0221, -1.1758], [-5.3541, 1.2232, -0.0059], [-4.0005, 0.9647, -2.3958], [3.2461, -2.6299, -4.9009], [3.7555, -1.5828, -3.9012], [2.7302, -0.7671, -3.4439], [2.7642, -2.1642, -5.7606], [2.4860, -3.2460, -4.4206], [4.0713, -3.2823, -5.1865], [4.5341, -0.9212, -4.2810], [4.3573, -2.0459, -3.1192], [2.4532, -0.1786, -4.1499], [-2.0646, -5.7395, -2.1147], [-2.4612, -4.4298, -1.4094], [-1.5995, -3.4193, -1.8161], [-1.7081, -5.6017, -3.1355], [-2.9234, -6.3870, -2.2917], [-1.2237, -6.2739, -1.6729], [-2.5230, -4.6987, -0.3549], [-3.4958, -4.2652, -1.7103], [-1.5241, -3.5735, -2.7607], [5.0273, 4.0189, 0.4435], [4.7996, 2.5502, 0.4710], [3.5030, 2.4505, 1.0891], [5.0112, 4.5655, 1.3864], [4.4589, 4.4957, -0.3551], [6.0687, 4.2190, 0.1913], [5.6115, 2.1548, 1.0814], [4.8928, 2.1147, -0.5238], [3.6226, 3.0248, 1.8490], [0.0492, 5.4706, 3.8196], [-0.5466, 3.9958, 4.1027], [-1.0765, 3.4123, 2.8519], [-0.6065, 6.3327, 3.9422], [0.5070, 5.3614, 2.8364], [0.8251, 5.6752, 4.5572], [-1.4084, 4.0875, 4.7639], [0.0520, 3.3294, 4.7238], [-1.8808, 3.9002, 2.6607], [2.2352, -5.7315, 1.5975], [2.7390, -4.6629, 0.6301], [2.4421, -3.3015, 1.0310], [1.1564, -5.7586, 1.7510], [2.5670, -5.5247, 2.6149], [2.6473, -6.6770, 1.2449], [2.4269, -4.8818, -0.3911], [3.8159, -4.8240, 0.6799], [2.8411, -3.3577, 1.9024]],
  "lowdin_charge": [2.308, -0.045, -0.252, -0.140, 0.082, 0.081, 0.065, 0.108, 0.110, 0.076, -0.063, -0.249, -0.154, 0.090, 0.075, 0.089, 0.115, 0.115, 0.061, -0.044, -0.290, -0.105, 0.084, 0.093, 0.078, 0.117, 0.116, 0.082, -0.061, -0.337, -0.103, 0.079, 0.068, 0.088, 0.120, 0.115, 0.089, -0.069, -0.326, -0.092, 0.075, 0.092, 0.080, 0.115, 0.114, 0.086, -0.094, -0.287, -0.101, 0.095, 0.089, 0.098, 0.123, 0.121, 0.079, -0.048, -0.234, -0.150, 0.077, 0.058, 0.070, 0.103, 0.105, 0.076, -0.076, -0.290, -0.107, 0.072, 0.079, 0.096, 0.115, 0.120, 0.075],
  "spin_multiplicity": 1,
  "e_above_lowest_kcal_mol": 357.77,
  "lumo_energy_ev": -14.523,
  "e_homo_ev": -17.39,
  "total_energy_ha": -1277.19268,
  "charge": 3
}